No. 1
Molecular formula: C5H9O2S
Method: DFT, the ωB97M-V functional and the def2-TZVPD basis

Geometry (Å):
C (-0.46395, 1.28450, -0.61888)
C (-1.60832, 1.38987, 0.21419)
C (-0.87865, 0.03698, 0.08745)
C (-0.03916, -0.46687, 1.30001)
C (-1.53427, -0.96434, -0.92464)
O (4.50505, 0.38912, 0.17592)
O (3.05062, -1.47054, -0.30542)
S (3.10422, -0.03372, -0.08623)
H (-0.65329, 1.31261, -1.74178)
H (0.56231, 1.74735, -0.41808)
H (-1.48471, 1.95747, 1.09401)
H (0.97685, -0.18189, 0.97038)
H (-0.12947, -1.61927, 1.44675)
H (-0.42059, 0.13668, 2.18377)
H (-0.82575, -1.38756, -1.63059)
H (-2.17755, -0.25828, -1.37453)
H (-1.98334, -1.87212, -0.37232)

Force components x, y, z for each atom (eV/Å):
C 2.7 1.3 -3.0
C 0.5 -1.4 0.7
C -1.2 -1.0 -0.1
C -1.2 -0.1 -0.7
C 1.0 -0.9 2.6
O 0.6 0.8 0.2
O -0.7 -2.6 -0.5
S 0.4 1.9 0.2
H 0.3 -0.4 1.3
H -1.6 -0.4 0.0
H -0.6 0.6 1.1
H -0.2 -0.4 1.1
H 0.1 2.2 -0.1
H 0.9 -1.0 -0.7
H 0.3 0.2 -0.1
H -1.5 -0.3 -1.1
H 0.1 1.6 -0.9

Computed properties:
- net charge = -1
- HOMO-LUMO gap (alpha / beta) (eV) = 8.47 / 3.88
- multiplicity = 1

---

No. 2
Molecular formula: C23H50Br2N3O2
Method: DFT, the ωB97M-V functional and the def2-TZVPD basis

Geometry (Å):
C (-1.96342, 5.20196, -1.88805)
C (-2.01828, 4.74136, -3.33620)
Br (-3.81535, 4.05239, -3.69927)
C (-0.89376, 3.79914, -3.77450)
Br (-1.09159, 3.42245, -5.70197)
C (-0.75435, 2.43780, -3.08668)
C (-0.57534, 2.38166, -1.53790)
C (-1.76782, 1.57261, -0.93538)
C (-1.23959, 0.29503, -0.32045)
C (-2.25019, -0.55866, 0.43075)
O (-1.55032, -1.22180, 1.47633)
C (-2.34475, -1.98164, 2.28454)
O (-3.19765, -2.73683, 1.88473)
N (-2.68536, 1.44896, -2.11959)
C (-3.77414, 0.42332, -2.09865)
C (-1.82810, 1.38041, -3.32129)
H (-2.66588, 6.01843, -1.75421)
H (-0.96872, 5.56852, -1.64335)
H (-2.25189, 4.41494, -1.19727)
H (-1.94235, 5.62953, -3.95678)
H (0.05293, 4.32797, -3.74569)
H (0.16489, 2.01843, -3.48681)
H (-0.42803, 3.33437, -1.04358)
H (0.36599, 1.86555, -1.36749)
H (-2.23663, 2.22681, -0.20504)
H (-0.50707, 0.62663, 0.40988)
H (-0.68371, -0.30431, -1.04024)
H (-3.07489, 0.03214, 0.83202)
H (-2.67872, -1.30783, -0.23465)
H (-2.12383, -1.85742, 3.34976)
H (-3.19795, 2.33795, -2.13221)
H (-4.43991, 0.64609, -2.92434)
H (-4.32404, 0.52654, -1.16940)
H (-3.34268, -0.56556, -2.17846)
H (-2.36330, 1.35257, -4.25960)
H (-1.30494, 0.42688, -3.22566)
C (1.34452, 1.35713, 2.37666)
C (2.32781, 1.92863, 1.36618)
N (2.29992, 3.37662, 1.30228)
C (2.99823, 3.91586, 0.14717)
C (4.50867, 3.68506, 0.03854)
C (2.52546, 4.06583, 2.56489)
C (3.82657, 3.77153, 3.31998)
H (0.34058, 1.75163, 2.19898)
H (1.30644, 0.27066, 2.27884)
H (1.62216, 1.57744, 3.40664)
H (2.05671, 1.55421, 0.37199)
H (3.32845, 1.52449, 1.57888)
H (2.79773, 4.98963, 0.09902)
H (2.52442, 3.48903, -0.74696)
H (5.06599, 4.30309, 0.73959)
H (4.84902, 3.95065, -0.96395)
H (4.77746, 2.64229, 0.20787)
H (1.68770, 3.83557, 3.22791)
H (2.44976, 5.13952, 2.37999)
H (4.03536, 2.70266, 3.37986)
H (3.74529, 4.14395, 4.34213)
H (4.68650, 4.26251, 2.86844)
C (-0.32239, -6.50455, -1.43572)
C (0.54202, -6.64294, -0.19149)
N (0.68427, -5.39971, 0.54351)
C (1.73539, -5.43526, 1.54579)
C (1.58089, -6.40476, 2.72304)
C (-0.55753, -4.76632, 0.94511)
C (-1.53765, -5.57056, 1.80981)
H (0.04179, -5.69598, -2.07150)
H (-0.29060, -7.42993, -2.01098)
H (-1.36753, -6.31009, -1.19078)
H (1.54138, -6.95772, -0.50174)
H (0.14085, -7.45882, 0.42929)
H (1.87040, -4.42160, 1.93473)
H (2.66882, -5.67380, 1.02687)
H (0.82939, -6.06798, 3.43593)
H (2.52656, -6.47688, 3.26323)
H (1.31736, -7.40965, 2.39335)
H (-1.08861, -4.45634, 0.03950)
H (-0.30866, -3.83149, 1.45589)
H (-1.68369, -6.58298, 1.43196)
H (-2.50997, -5.07985, 1.80733)
H (-1.21652, -5.63721, 2.84865)

Force components x, y, z for each atom (eV/Å):
C -0.2 0.0 -0.1
C 0.5 0.4 0.0
Br -0.1 0.0 0.0
C -1.0 -0.5 -0.3
Br 0.2 0.2 0.1
C 0.4 0.0 0.1
C 0.3 -0.1 -0.3
C 1.4 0.7 -0.3
C -0.4 -0.1 0.3
C 0.1 -0.6 -0.8
O -0.3 0.5 0.8
C -0.8 -1.3 -0.5
O 0.7 1.2 0.3
N -1.1 -0.2 0.3
C 0.3 0.3 0.3
C 1.0 -0.5 0.3
H -0.1 0.1 0.0
H 0.1 0.0 0.1
H 0.1 0.0 0.1
H -0.1 0.0 -0.2
H 0.0 0.2 0.3
H 0.0 0.1 -0.3
H -0.2 0.2 -0.1
H -0.1 -0.3 0.2
H -0.5 -0.3 0.2
H 0.2 0.1 0.1
H 0.0 0.0 -0.1
H 0.0 0.1 0.2
H -0.1 -0.1 0.1
H 0.4 0.0 -0.1
H 0.1 0.2 -0.4
H 0.0 -0.1 -0.2
H 0.0 -0.1 0.1
H 0.0 -0.1 -0.1
H -0.3 0.4 0.0
H -0.2 -0.2 -0.1
C 0.0 -0.1 -0.1
C 0.0 -0.1 0.1
N -0.2 0.1 -0.2
C 0.0 0.0 -0.2
C 0.0 0.1 0.0
C 0.0 0.0 0.3
C 0.0 0.1 0.0
H 0.0 0.1 0.1
H 0.0 0.0 0.0
H 0.0 0.0 0.0
H 0.1 0.0 0.0
H 0.0 0.0 0.0
H 0.0 0.0 0.1
H 0.0 -0.1 0.0
H 0.0 0.0 0.0
H 0.0 0.0 0.0
H 0.0 0.0 0.0
H 0.0 -0.1 0.0
H 0.0 0.0 -0.1
H 0.0 0.0 0.0
H 0.0 0.0 0.0
H 0.0 -0.1 0.0
C 0.0 0.0 0.0
C -0.1 -0.1 -0.1
N 0.1 0.1 0.0
C 0.2 0.0 0.1
C 0.0 0.1 0.1
C -0.3 0.0 0.0
C 0.0 0.1 0.1
H 0.0 0.0 0.0
H 0.0 0.0 0.0
H 0.0 0.0 0.0
H 0.0 0.0 0.1
H 0.0 0.0 0.0
H -0.1 0.0 0.0
H 0.0 0.0 -0.1
H 0.0 0.0 0.0
H 0.0 0.0 0.0
H 0.0 0.0 0.0
H 0.0 0.0 0.0
H 0.1 0.0 0.0
H 0.1 0.0 0.0
H 0.0 0.0 0.0
H 0.1 -0.1 0.0

Computed properties:
- net charge = +1
- HOMO-LUMO gap (eV) = 7.27
- multiplicity = 1

---

No. 3
Molecular formula: C21H22N5O2PdS2
Method: DFT, the ωB97M-V functional and the def2-TZVPD basis

Geometry (Å):
Pd (-0.73726, 1.37036, -0.00363)
S (1.48753, 2.17192, -0.34384)
C (2.02373, 1.14611, -1.64132)
C (3.37361, 1.13011, -2.00146)
C (3.87094, 0.28966, -2.99102)
C (5.27225, 0.27624, -3.27016)
N (6.40558, 0.25637, -3.47311)
C (2.98371, -0.55754, -3.67963)
C (1.63228, -0.52637, -3.35328)
C (1.12843, 0.29681, -2.34600)
S (-0.57222, 0.23402, -1.96889)
C (3.45201, -1.46484, -4.67903)
N (3.81509, -2.21483, -5.47378)
H (4.05743, 1.78490, -1.47593)
H (0.94836, -1.17587, -3.88559)
C (2.45701, -1.11022, 2.99885)
C (1.52792, -0.02432, 2.40294)
N (0.50735, -0.67268, 1.60476)
C (-0.40757, -1.41434, 2.43544)
C (0.39686, -2.45378, 3.26203)
N (1.80371, -2.44205, 2.72314)
C (1.79589, -2.71055, 1.24013)
C (1.09450, -1.49916, 0.57581)
H (2.58500, -1.03416, 4.07880)
H (3.43727, -1.14650, 2.52294)
H (2.08424, 0.66516, 1.76533)
H (1.02762, 0.55887, 3.17360)
H (-1.14253, -1.90926, 1.79969)
H (-0.92662, -0.70609, 3.08081)
H (0.02758, -3.47493, 3.16475)
H (0.46643, -2.19618, 4.31878)
H (2.33759, -3.17212, 3.18552)
H (1.26421, -3.65137, 1.09625)
H (2.83327, -2.83446, 0.93026)
H (0.32139, -1.82165, -0.12220)
H (1.80481, -0.89643, 0.00987)
O (-1.45870, 3.46235, 1.98573)
N (-1.05291, 2.31024, 1.92283)
O (-0.87948, 1.67729, 2.98464)
C (-2.61739, 0.51651, 0.27317)
C (-3.67614, 1.24837, -0.45921)
C (-4.24051, 2.41779, 0.06566)
C (-5.21400, 3.11882, -0.62627)
C (-5.65479, 2.67841, -1.86870)
C (-5.10107, 1.52444, -2.40714)
C (-4.12925, 0.82161, -1.71250)
H (-2.57852, -0.52891, -0.04967)
H (-2.80054, 0.53758, 1.35014)
H (-3.87811, 2.78783, 1.01785)
H (-5.62666, 4.02452, -0.19675)
H (-6.41067, 3.23161, -2.41292)
H (-5.42570, 1.17124, -3.37941)
H (-3.69297, -0.07052, -2.14829)

Force components x, y, z for each atom (eV/Å):
Pd -0.3 0.2 0.5
S 0.0 0.0 0.0
C -0.1 0.0 0.0
C 0.1 0.0 0.0
C -0.2 0.0 0.0
C 0.2 0.0 0.0
N 0.0 0.0 0.0
C 0.0 0.1 0.1
C 0.1 -0.1 -0.1
C 0.0 0.1 0.0
S 0.0 -0.1 0.0
C 0.1 -0.1 -0.1
N 0.0 0.0 0.0
H 0.0 0.0 0.0
H 0.0 0.0 0.0
C 0.0 0.0 0.0
C 0.0 -0.1 0.0
N 0.0 0.1 0.0
C 0.0 0.0 0.0
C 0.0 0.0 0.0
N 0.0 0.0 0.0
C 0.0 0.0 0.0
C 0.0 0.0 0.0
H 0.0 0.0 0.0
H 0.0 0.0 0.0
H 0.0 0.0 0.0
H 0.0 0.0 0.0
H 0.0 0.0 0.0
H 0.0 0.0 0.0
H 0.0 0.0 0.0
H 0.0 0.0 0.0
H 0.0 0.0 0.0
H 0.0 0.0 0.0
H 0.0 0.0 0.0
H 0.0 0.0 0.0
H 0.0 0.0 0.0
O 0.0 -0.1 0.0
N 0.0 0.0 -0.5
O 0.0 0.0 0.0
C 0.1 -0.1 0.0
C 0.0 0.1 -0.1
C 0.0 0.0 0.0
C 0.0 0.0 0.0
C 0.0 0.0 0.0
C 0.0 0.0 0.0
C 0.0 0.0 0.0
H 0.0 0.0 0.0
H 0.0 0.0 0.0
H 0.0 0.0 0.0
H 0.0 0.0 0.0
H 0.0 0.0 0.0
H 0.0 0.0 0.0
H 0.0 0.0 0.0

Computed properties:
- net charge = -1
- HOMO-LUMO gap (eV) = 5.00
- multiplicity = 1

---

No. 4
Molecular formula: C49H40CoN2O6PTe
Method: DFT, the ωB97M-V functional and the def2-TZVPD basis

Geometry (Å):
Co (2.25246, 0.03971, -0.20977)
O (4.75737, 0.13821, 6.29258)
C (3.56686, -0.08469, 6.02902)
O (2.58738, -0.41723, 6.71798)
C (3.22031, 0.05766, 4.49973)
C (1.97000, 0.53144, 4.11261)
C (1.66599, 0.62241, 2.76920)
N (2.52501, 0.22913, 1.82614)
C (3.73742, -0.21084, 2.18998)
C (4.13076, -0.29421, 3.51218)
C (4.63694, -0.58527, 1.02586)
O (5.79727, -0.88711, 1.20201)
O (4.02677, -0.54256, -0.12315)
H (1.23907, 0.80261, 4.86159)
H (0.70819, 0.99684, 2.42550)
H (5.12603, -0.63958, 3.75311)
O (2.83685, 0.92131, -2.60520)
C (2.20109, -0.03786, -2.20706)
C (1.43786, -1.00739, -2.87288)
C (1.30906, -0.89110, -4.29271)
C (0.57495, -1.80295, -5.00066)
C (-0.05472, -2.88004, -4.35791)
C (0.06927, -3.02076, -2.98224)
C (0.80808, -2.11993, -2.23081)
P (0.99504, -2.19648, -0.43913)
C (-0.24865, -3.46410, 0.05921)
C (-1.59735, -3.10721, 0.01261)
C (-2.58625, -3.99762, 0.39386)
C (-2.24222, -5.26435, 0.84275)
C (-0.90679, -5.63535, 0.88142)
C (0.08453, -4.74598, 0.49106)
C (2.50465, -3.19207, -0.14214)
C (2.83040, -3.45205, 1.19051)
C (3.96746, -4.17681, 1.50019)
C (4.80660, -4.60622, 0.48153)
C (4.50457, -4.31832, -0.83898)
C (3.34827, -3.61995, -1.15659)
H (1.78554, -0.05341, -4.78507)
H (0.46632, -1.68544, -6.07212)
H (-0.63039, -3.59258, -4.93343)
H (-0.41573, -3.85263, -2.48748)
H (-1.87200, -2.12147, -0.34218)
H (-3.62614, -3.69877, 0.34715)
H (-3.00950, -5.96072, 1.15632)
H (-0.62725, -6.62255, 1.22705)
H (1.11502, -5.06683, 0.50830)
H (2.18145, -3.08418, 1.98012)
H (4.21500, -4.37997, 2.53412)
H (5.71536, -5.14081, 0.72523)
H (5.18240, -4.62172, -1.62664)
H (3.10157, -3.39738, -2.18776)
C (-7.12639, 2.60249, -3.72489)
C (-5.80572, 2.33856, -3.05147)
C (-4.73414, 3.20777, -3.19376)
C (-3.50414, 2.94518, -2.59945)
C (-2.35781, 3.90512, -2.79615)
C (-3.34180, 1.78713, -1.83072)
Te (-1.29830, 1.21672, -1.18087)
N (0.92562, 1.26441, -0.34432)
C (0.96019, 2.55284, -0.11923)
O (-0.09315, 3.26193, -0.28628)
C (2.18330, 3.27929, 0.35629)
C (2.01461, 4.39448, 1.17274)
C (3.11701, 5.09317, 1.63630)
C (4.39692, 4.69043, 1.28246)
C (4.57182, 3.58283, 0.46730)
C (3.46945, 2.88262, 0.00371)
C (-1.89139, 1.12030, 0.86196)
C (-1.47423, -0.01961, 1.53996)
C (-1.84975, -0.26029, 2.85025)
C (-2.65374, 0.66035, 3.50151)
C (-3.03279, 1.82173, 2.84643)
C (-2.65949, 2.08273, 1.52892)
C (-3.04888, 3.39369, 0.90454)
C (-4.41810, 0.90195, -1.67091)
C (-4.29941, -0.35395, -0.84563)
C (-5.63229, 1.19649, -2.28088)
H (-7.08979, 3.51333, -4.32152)
H (-7.92612, 2.70550, -2.98899)
H (-7.38941, 1.77208, -4.38264)
H (-4.85649, 4.10919, -3.78615)
H (-2.69751, 4.83803, -3.24580)
H (-1.60078, 3.46711, -3.45233)
H (-1.86494, 4.12907, -1.85068)
H (1.01177, 4.69635, 1.44332)
H (2.98278, 5.95504, 2.27786)
H (5.25604, 5.24565, 1.63692)
H (5.56694, 3.25676, 0.19349)
H (3.62605, 2.05139, -0.67089)
H (-0.81851, -0.71754, 1.03962)
H (-1.51078, -1.15769, 3.35273)
H (-2.96421, 0.48983, 4.52450)
H (-3.63275, 2.55939, 3.36683)
H (-3.36035, 4.10275, 1.67138)
H (-3.87005, 3.26571, 0.19808)
H (-2.19743, 3.81262, 0.36968)
H (-3.33188, -0.82535, -1.01763)
H (-5.08559, -1.06491, -1.10053)
H (-4.37141, -0.12502, 0.22010)
H (-6.46518, 0.50952, -2.16012)

Force components x, y, z for each atom (eV/Å):
Co 0.4 0.3 2.6
O -0.1 -0.1 0.2
C -0.1 0.0 -0.8
O 0.1 0.1 0.2
C 0.0 0.0 0.7
C 0.1 -0.1 -0.2
C -0.2 0.0 0.0
N 0.0 -0.3 -0.5
C 0.2 0.0 0.1
C -0.1 0.0 -0.3
C 0.0 0.0 0.7
O -0.2 0.0 -0.2
O 0.3 -0.2 -1.0
H 0.0 0.0 0.0
H 0.1 0.0 0.0
H 0.0 0.1 0.1
O -0.1 -0.1 0.6
C 0.2 -0.1 -1.9
C -0.3 -0.2 0.3
C 0.1 0.1 0.0
C 0.0 -0.1 0.1
C -0.1 0.0 -0.2
C 0.2 0.0 0.0
C -0.1 0.2 0.0
P 0.6 -1.0 -0.3
C -0.3 0.4 0.2
C 0.1 0.0 0.0
C -0.1 0.0 0.0
C 0.1 0.0 0.0
C -0.1 0.0 0.0
C 0.0 0.0 -0.1
C 0.1 0.3 0.0
C 0.0 0.1 -0.1
C 0.0 0.1 0.1
C 0.1 0.0 0.0
C 0.0 0.0 0.0
C -0.1 0.0 0.0
H 0.0 0.0 0.0
H 0.0 0.0 0.0
H 0.0 0.0 0.0
H 0.0 0.0 0.0
H 0.0 0.0 0.0
H 0.0 0.0 0.0
H 0.0 0.0 0.0
H 0.0 0.0 0.0
H 0.0 0.0 0.0
H 0.1 0.0 0.0
H 0.0 0.0 0.0
H 0.0 0.0 0.0
H 0.0 0.0 0.0
H 0.0 0.0 0.0
C 0.1 0.0 0.0
C 0.0 0.0 0.0
C -0.1 0.0 0.0
C 0.2 0.0 0.1
C -0.1 -0.1 0.0
C 0.1 0.0 -0.1
Te -0.5 -0.1 0.1
N -0.4 0.8 -0.2
C 0.0 -0.2 0.0
O 0.0 0.0 0.0
C 0.0 0.1 0.0
C 0.0 0.0 0.0
C 0.0 0.0 0.0
C 0.0 0.0 0.0
C 0.1 0.0 0.0
C -0.1 0.0 0.0
C 0.1 0.0 0.0
C 0.0 0.0 -0.1
C 0.0 -0.1 0.1
C 0.0 0.0 0.0
C 0.0 -0.1 0.0
C 0.0 0.2 -0.1
C 0.0 -0.1 0.0
C 0.1 0.0 0.1
C 0.0 0.1 0.0
C 0.0 0.0 0.0
H 0.0 0.0 0.0
H 0.0 0.0 0.0
H 0.0 0.0 0.0
H 0.0 0.0 0.0
H 0.0 0.0 0.0
H 0.0 0.1 0.0
H 0.0 0.1 0.0
H 0.0 0.0 0.0
H 0.0 0.0 0.0
H 0.0 0.0 0.0
H 0.0 0.0 0.0
H 0.0 0.0 0.0
H 0.0 -0.1 0.0
H 0.0 0.0 0.0
H 0.0 0.0 0.0
H 0.0 0.0 0.0
H 0.0 0.0 0.0
H 0.0 0.0 0.0
H 0.0 0.0 0.0
H 0.0 -0.1 0.0
H 0.0 0.0 0.0
H 0.0 0.0 0.0
H 0.0 0.0 0.0

Computed properties:
- net charge = -1
- HOMO-LUMO gap (alpha / beta) (eV) = 5.53 / 5.66
- multiplicity = 6

---

| no. | total energy (Ha) |
| --- | --- |
| 1 | -744.46319 |
| 2 | -6368.86468 |
| 3 | -2161.92298 |
| 4 | -4444.32081 |